{
  "formula": "C18H28NRuS",
  "method": "ωB97M-V with the def2-TZVPD basis set",
  "elements": ["C", "H", "H", "H", "C", "H", "H", "C", "H", "H", "H", "C", "C", "C", "C", "C", "C", "C", "C", "C", "C", "Ru", "H", "H", "H", "H", "H", "H", "H", "H", "H", "H", "H", "H", "H", "H", "H", "S", "C", "N", "C", "C", "C", "C", "H", "H", "H", "H", "H"],
  "coordinates": [[-1.56406, 1.01524, -1.85222], [-2.61146, 0.95675, -1.55123], [-1.31660, 2.07843, -1.71585], [-1.65310, 0.28248, -0.21074], [-1.50695, 0.42694, -3.25696], [-0.47937, 0.16911, -3.58864], [-2.09727, -0.49965, -3.29993], [-2.03615, 1.44026, -4.29752], [-1.69567, 1.13416, -5.30171], [-3.13905, 1.49660, -4.32291], [-1.63921, 2.45280, -4.10882], [1.79719, -0.03892, 1.23411], [2.23230, 0.28746, -0.07028], [1.48117, 1.44499, -0.53071], [0.77887, 1.94713, 0.66213], [0.93042, 0.99077, 1.69276], [0.39921, 1.12651, 3.07087], [0.17346, 3.31387, 0.78326], [1.92877, 2.31082, -1.65932], [3.17471, -0.47637, -0.91785], [2.22279, -1.21148, 2.02109], [-0.16311, 0.16639, -0.89702], [-0.58444, 3.35607, 1.59684], [0.93502, 4.10083, 1.00491], [-0.33296, 3.60502, -0.16190], [-0.40995, 1.86210, 3.11553], [0.01591, 0.16803, 3.43439], [1.19346, 1.45435, 3.75581], [2.46905, -2.06815, 1.38869], [3.11458, -0.95665, 2.60222], [1.44663, -1.52416, 2.72673], [3.05649, -0.17574, -1.96890], [4.24040, -0.32711, -0.65437], [2.98300, -1.56400, -0.87703], [1.10504, 2.90519, -2.08654], [2.71415, 2.99890, -1.28359], [2.36060, 1.69385, -2.45844], [-0.16139, -2.12921, -1.22964], [-0.83634, -2.79464, 0.25530], [-0.12375, -3.75872, 0.95671], [-0.67478, -4.37996, 2.05298], [-1.94020, -4.05524, 2.44698], [-2.66931, -3.07949, 1.77061], [-2.10778, -2.43530, 0.66870], [0.81295, -3.98209, 0.64073], [-0.04217, -5.11174, 2.53022], [-2.38186, -4.55774, 3.29707], [-3.66666, -2.79975, 2.06142], [-2.59907, -1.65355, 0.09200]],
  "forces_ev_per_a": [[-3.9, 1.4, -1.0], [0.0, 0.3, -0.2], [0.2, 0.0, -0.4], [0.4, 0.1, 0.3], [0.6, -0.1, -0.8], [-0.2, 0.0, 0.2], [0.3, 0.3, 0.1], [0.0, 0.2, -0.3], [-0.2, 0.1, 0.4], [0.5, -0.1, 0.2], [-0.2, -0.4, -0.1], [-0.6, 0.3, 0.9], [-0.1, 0.6, -1.2], [1.3, 0.2, 0.7], [0.8, 0.9, 0.3], [0.2, 0.0, 0.0], [-0.3, -0.1, 0.1], [-0.6, -0.1, -0.1], [0.2, 0.4, -0.3], [0.3, -0.4, -0.5], [-0.1, -0.3, 0.2], [0.5, -1.6, 1.3], [0.6, 0.0, -0.5], [-0.3, -0.6, -0.2], [0.4, -0.1, 0.5], [0.2, -0.2, 0.1], [0.1, 0.1, 0.1], [-0.1, -0.1, -0.1], [0.1, 0.2, 0.0], [0.0, -0.1, 0.0], [0.1, 0.1, 0.0], [0.2, -0.1, 0.3], [-0.5, 0.1, 0.1], [0.1, 0.5, 0.2], [0.4, -0.1, 0.2], [-0.4, -0.2, -0.4], [-0.1, 0.4, 0.1], [0.6, -1.6, 0.2], [1.0, -0.5, -0.2], [-1.8, 1.0, 0.2], [0.8, 0.5, -1.2], [-0.4, -0.1, 0.5], [0.5, 0.5, -0.8], [0.0, -0.3, 0.5], [-0.1, -0.1, 0.0], [-0.1, -0.1, 0.1], [0.1, 0.0, 0.0], [-0.2, -0.1, 0.3], [-0.1, -0.4, 0.3]],
  "s2": 8.78,
  "total_charge": 2,
  "energy_ha": -1249.75311,
  "gap_ha": [0.24999, 0.22600],
  "spin_multiplicity": 6,
  "lumo_ev": [-6.74, -9.32]
}